A molecular structure, C10H17Cl3IrO6, computed with ωB97M-V/def2-TZVPD.

XYZ file:
```
37
Properties=species:S:1:pos:R:3:forces:R:3
Ir 0.1023 -0.2580 0.2630 1.07 0.83 -1.96
Cl 2.3368 -0.7956 0.5899 3.19 -4.13 0.68
Cl 1.8036 1.6705 0.3114 0.38 4.41 -0.50
Cl -0.0823 0.1904 3.5189 1.81 0.84 -3.28
O -1.4423 0.6980 3.5037 0.14 -0.28 0.46
O -0.5493 -1.9768 0.9267 -1.26 -2.63 1.71
O -1.6414 0.5023 0.7068 -2.38 2.01 1.40
O -0.0620 -1.2465 3.6393 -0.24 0.53 0.72
O 0.7078 0.8752 4.4855 -0.11 -0.24 1.17
O 0.6196 0.5762 2.1539 -2.13 -0.33 5.51
C 0.4299 -1.1501 -1.7663 -2.04 0.96 -0.77
C -2.1648 -1.3899 -1.7930 0.00 0.03 0.41
C -0.9280 -0.6000 -1.5495 1.27 0.14 -2.70
C 0.4979 1.1400 -2.1883 -0.36 -0.98 -0.37
C -0.8309 0.8137 -1.8743 0.42 -0.46 -0.75
C 2.7108 -0.1593 -2.4113 0.64 -0.05 -0.16
C 0.9796 2.5112 -2.4814 -0.14 -0.02 -0.21
C 1.2682 -0.0664 -2.1596 -0.72 0.16 -0.25
C -1.9624 1.7517 -2.0307 -0.42 0.40 0.33
C 0.6118 -2.5991 -1.9896 0.15 -0.24 0.07
H -1.0208 -1.7664 1.7601 0.34 -0.53 -0.64
H 0.4176 -2.8300 -3.0414 0.05 -0.08 -0.20
H 0.2032 3.2267 -2.2076 0.10 0.10 -0.10
H 3.0943 -1.1595 -2.1677 -0.07 0.32 -0.17
H -2.1835 1.9165 -3.1011 0.04 0.00 0.19
H -3.0354 -0.8306 -1.4522 -0.10 -0.17 0.13
H -2.1040 -2.3457 -1.2805 -0.21 -0.06 0.19
H 1.8457 2.7351 -1.8671 0.22 0.05 -0.05
H -1.7102 2.7324 -1.5857 -0.33 -0.38 -0.10
H -2.8630 1.3508 -1.5504 0.21 0.27 -0.01
H -0.1069 -3.1736 -1.3999 0.29 0.05 0.14
H -1.6552 0.8664 1.6186 -0.13 -0.24 -0.79
H 1.2080 2.6262 -3.5458 0.08 0.12 -0.11
H 3.2453 0.5642 -1.7879 -0.02 -0.05 0.03
H 1.6244 -2.9037 -1.7495 0.16 -0.24 0.15
H -2.2772 -1.5836 -2.8646 -0.03 0.00 -0.13
H 2.9139 0.0877 -3.4624 0.14 -0.10 -0.06
```
Positions in Å, forces in eV/Å.

Computed properties:
Spin multiplicity ... 6
Energy above the lowest of the compared OMol25 structures with the same formula, charge and spin ... 0.000 eV
Calculated total energy ... -2327.13671 a.u.
Kohn-Sham gap (alpha / beta) ... 4.2 / 5.4 eV
Net charge ... -2
⟨S²⟩ ... 8.7802